Record 1
C3H5CoO3 | ωB97M-V with the def2-TZVPD basis set

Geometry as XYZ:
```
12
Properties=species:S:1:pos:R:3
O 0.493 0.378 0.435
C -0.769 -0.187 0.364
C -1.872 0.760 0.110
H -0.871 -0.989 1.123
H -1.893 1.555 0.874
H -2.826 0.222 0.145
H -1.757 1.240 -0.872
O 1.205 -1.460 -0.578
C 1.547 -0.378 -0.007
O 2.579 0.257 -0.249
Co 4.126 0.112 -0.902
H 0.038 -1.509 -0.444
```

Calculated values
2S+1: 5
Charge: +2
HOMO level (alpha / beta): -17.414 / -20.618 eV
Expectation value of S²: 6.01
Max |F|: 7.8 eV/A

=====

Record 2
C3H5CsO4 | ωB97M-V with the def2-TZVPD basis set

Geometry as XYZ:
```
13
Properties=species:S:1:pos:R:3
C -1.833 -0.685 1.775
C -0.815 -1.098 0.742
O -1.266 -1.451 -0.454
Cs -1.175 0.427 -3.598
H -1.364 -0.528 2.767
H -2.329 0.252 1.481
H -2.603 -1.465 1.901
H 0.015 -1.721 1.134
H 1.384 0.499 -0.095
O 3.627 1.180 -1.913
C 2.541 1.546 -1.429
O 1.554 1.935 -2.131
O 2.263 1.109 -0.181
```

Calculated values
2S+1: 2
Charge: -1
HOMO level (alpha / beta): -1.004 / -3.862 eV
Expectation value of S²: 0.75
Max |F|: 4.7 eV/A

=====

Record 3
C3H5F | ωB97M-V with the def2-TZVPD basis set

Geometry as XYZ:
```
9
Properties=species:S:1:pos:R:3
C -1.323 -1.270 0.080
C -1.029 -0.005 0.038
C 1.742 0.906 -0.018
F -1.819 1.085 0.069
H -2.204 -1.651 -0.229
H -0.584 -1.923 0.286
H 1.771 0.351 -1.004
H 2.145 1.906 -0.161
H 1.300 0.601 0.938
```

Calculated values
HOMO level (alpha / beta): -9.529 / -8.910 eV
Max |F|: 3.4 eV/A

=====

Record 4
C3H5F2N | ωB97M-V with the def2-TZVPD basis set

Geometry as XYZ:
```
11
Properties=species:S:1:pos:R:3
C -0.852 0.440 1.316
C -1.732 0.674 0.110
C 0.363 -0.141 -0.934
N -0.526 0.545 -0.213
F -2.961 0.602 -0.448
F -0.938 -2.077 -0.260
H -0.641 1.226 1.955
H -0.783 -0.565 1.752
H 1.285 -0.157 -0.373
H -0.232 -1.524 -0.490
H 0.438 0.056 -2.058
```

Calculated values
HOMO level (alpha / beta): -7.992 / -7.992 eV
Max |F|: 3.9 eV/A

=====

Record 5
C3H5F2N2 | ωB97M-V with the def2-TZVPD basis set

Geometry as XYZ:
```
12
Properties=species:S:1:pos:R:3
C 1.144 -1.487 -0.352
N 0.538 -0.496 -0.003
C -0.539 0.273 0.055
N -0.467 1.600 -0.069
C -1.902 -0.345 0.381
F -2.749 0.392 -0.344
F -1.936 -1.589 0.000
H 1.973 -1.916 0.240
H 1.489 -1.682 -1.466
H -1.394 2.089 0.078
H 0.173 2.218 -0.612
H -2.106 -0.209 1.458
```

Calculated values
Charge: +1
HOMO level: -15.311 eV
Structure (SMILES): C=NC(=[NH2+])C(F)F
Max |F|: 6.7 eV/A

=====

Record 6
C3H5F2NO2S | ωB97M-V with the def2-TZVPD basis set

Geometry as XYZ:
```
14
Properties=species:S:1:pos:R:3
C 1.098 -0.282 1.308
C -2.507 0.681 -0.599
C -1.987 -0.245 0.143
N 1.379 -1.048 0.330
O 0.850 0.964 -1.138
O 3.133 -0.141 -1.186
F -1.398 0.004 1.329
F -2.077 -1.543 -0.186
S 1.463 -0.334 -1.274
H 1.181 -0.585 2.400
H 0.769 0.774 1.027
H 3.603 -0.550 -0.452
H -3.178 0.591 -1.345
H -2.331 1.714 -0.357
```

Calculated values
HOMO level: -10.041 eV
Max |F|: 3.3 eV/A

=====

Record 7
C3H5F3OSi | ωB97M-V with the def2-TZVPD basis set

Geometry as XYZ:
```
13
Properties=species:S:1:pos:R:3
C 1.392 -1.591 -1.574
C -1.633 -0.586 -0.256
C 2.468 -0.728 -2.329
O 1.263 -2.756 -1.833
F 2.108 0.554 -2.516
F 2.828 -1.213 -3.480
F 3.605 -0.708 -1.518
Si 0.244 -0.525 0.205
H -2.063 -0.018 0.518
H -1.849 -0.090 -1.109
H -2.129 -1.562 -0.145
H 0.962 0.684 -0.362
H 0.726 -1.017 1.529
```

Calculated values
HOMO level: -8.941 eV
Max |F|: 4.3 eV/A

=====

Record 8
C3H5FN2S | ωB97M-V with the def2-TZVPD basis set

Geometry as XYZ:
```
12
Properties=species:S:1:pos:R:3
N -2.465 -0.757 -0.188
C -1.496 0.199 -0.032
N -1.886 1.511 0.029
C -0.083 -0.192 0.075
F -0.024 -1.597 0.125
C 1.071 0.604 0.143
S 2.654 0.121 -0.089
H -3.361 -0.566 0.340
H -2.182 -1.680 -0.133
H -2.851 1.829 -0.282
H -1.198 2.194 0.233
H 0.853 1.715 0.145
```

Calculated values
HOMO level: -7.611 eV
Structure (SMILES): NC(N)=C(F)C=S
Max |F|: 3.7 eV/A

=====

Record 9
C3H5FNO3 | ωB97M-V with the def2-TZVPD basis set

Geometry as XYZ:
```
13
Properties=species:S:1:pos:R:3
C -0.495 1.442 -1.015
C -0.517 -0.606 0.331
C 0.413 -0.705 -0.956
N 0.357 -0.172 1.415
O -0.651 2.511 -1.463
O -1.276 1.006 -0.034
O 0.575 0.610 -1.343
F -0.098 -1.489 -1.870
H -1.315 -1.454 0.626
H 1.417 -1.100 -0.579
H 0.821 0.684 1.015
H 1.029 -0.929 1.693
H -0.260 0.202 2.181
```

Calculated values
Charge: +1
HOMO level: -15.535 eV
Max |F|: 6.0 eV/A

=====

Record 10
C3H5FO | ωB97M-V with the def2-TZVPD basis set

Geometry as XYZ:
```
10
Properties=species:S:1:pos:R:3
C 0.882 0.997 -0.057
C 0.469 -0.219 -0.220
C -0.934 -0.799 -0.056
H 1.046 1.136 1.317
H -0.455 1.790 -0.211
H 2.051 1.325 -0.685
H -0.850 -1.543 0.745
H -1.136 -1.410 -0.790
O 1.105 -1.354 -0.007
F -2.178 0.076 -0.037
```

Calculated values
HOMO level: -10.309 eV
Max |F|: 13.9 eV/A

=====

Record 11
C3H5FO | ωB97M-V with the def2-TZVPD basis set

Geometry as XYZ:
```
10
Properties=species:S:1:pos:R:3
C -1.653 -0.654 -0.287
C -0.572 -0.010 0.407
F -0.396 1.306 0.108
C 0.933 -0.562 0.654
O 1.398 -0.192 -0.776
H -2.512 -0.328 -0.993
H -1.529 -1.762 0.107
H 1.422 0.011 1.589
H 0.985 -1.646 0.569
H 1.761 0.857 -0.676
```

Calculated values
HOMO level: -9.266 eV
Structure (SMILES): C=C(F)CO
Max |F|: 5.6 eV/A

=====

Record 12
C3H5FO | ωB97M-V with the def2-TZVPD basis set

Geometry as XYZ:
```
10
Properties=species:S:1:pos:R:3
C 1.636 -0.361 0.092
O 0.319 -0.687 -0.284
C -0.586 0.272 -0.159
C -1.945 0.264 -0.033
F -2.664 -0.882 0.008
H 1.685 0.571 0.583
H 2.123 -0.288 -0.840
H 2.063 -1.296 0.660
H -0.086 1.265 -0.061
H -2.545 1.143 0.033
```

Calculated values
HOMO level: -8.651 eV
Structure (SMILES): CO/C=C\F
Max |F|: 3.1 eV/A

=====

Record 13
C3H5FO | ωB97M-V with the def2-TZVPD basis set

Geometry as XYZ:
```
10
Properties=species:S:1:pos:R:3
F 2.179 -0.089 -0.062
C 0.737 -0.298 0.348
C -0.278 0.533 -0.036
C -1.444 -0.055 -0.823
O -1.427 0.094 0.526
H 0.893 -0.248 1.374
H 0.542 -1.498 0.214
H 0.099 1.548 0.128
H -1.493 -1.221 -1.087
H -2.331 0.385 -1.220
```

Calculated values
HOMO level: -10.759 eV
Structure (SMILES): FC[C@H]1CO1
Max |F|: 9.7 eV/A

=====

Record 14
C3H5FO | ωB97M-V with the def2-TZVPD basis set

Geometry as XYZ:
```
10
Properties=species:S:1:pos:R:3
C -0.717 -0.261 -0.185
C 0.154 0.948 -0.494
C 0.390 -0.558 0.803
H -1.745 -0.112 0.161
H 0.859 0.583 -1.274
H -0.179 1.964 -0.697
H 0.167 -0.896 1.863
H 1.066 -1.346 0.363
O 0.796 0.816 0.709
F -0.791 -1.138 -1.248
```

Calculated values
HOMO level: -10.000 eV
Max |F|: 3.1 eV/A

=====

Record 15
C3H5FO | ωB97M-V with the def2-TZVPD basis set

Geometry as XYZ:
```
10
Properties=species:S:1:pos:R:3
C -0.058 1.554 -0.134
C 0.660 0.450 0.120
C 0.233 -0.945 0.190
O 2.088 0.504 0.447
F 2.872 -0.361 -0.459
H 0.630 2.397 -0.220
H -1.097 1.647 -0.003
H 1.119 -1.602 0.123
H -0.311 -1.238 1.110
H -0.508 -1.235 -0.590
```

Calculated values
2S+1: 3
HOMO level (alpha / beta): -8.175 / -10.235 eV
Expectation value of S²: 2.03
Max |F|: 10.9 eV/A

=====

Record 16
C3H5FO2 | ωB97M-V with the def2-TZVPD basis set

Geometry as XYZ:
```
11
Properties=species:S:1:pos:R:3
C 0.396 -0.353 -0.253
C -1.313 -0.402 0.391
C 1.674 0.021 0.361
O -0.402 -1.425 0.313
O -2.267 -0.274 -0.397
F 2.722 -0.486 -0.351
H 0.453 -0.366 -1.324
H -1.532 0.107 1.413
H 1.767 -0.345 1.341
H 2.005 1.185 0.331
H -2.056 -0.656 -1.204
```

Calculated values
2S+1: 3
HOMO level (alpha / beta): -4.781 / -11.424 eV
Expectation value of S²: 2.01
Max |F|: 9.5 eV/A

=====

Record 17
C3H5FOS | ωB97M-V with the def2-TZVPD basis set

Geometry as XYZ:
```
11
Properties=species:S:1:pos:R:3
C 0.971 -0.729 -0.285
C 0.945 0.796 -0.133
C -0.117 -0.090 0.518
O -2.527 1.221 0.221
F -2.325 -1.359 0.265
S -1.792 0.092 -0.354
H 0.960 -1.007 -1.328
H 1.821 -1.057 0.226
H 1.731 1.406 0.256
H 0.512 1.192 -0.980
H -0.178 -0.465 1.595
```

Calculated values
HOMO level: -10.036 eV
Max |F|: 2.4 eV/A

=====

Record 18
C3H5FOS | ωB97M-V with the def2-TZVPD basis set

Geometry as XYZ:
```
11
Properties=species:S:1:pos:R:3
C 0.878 -0.572 -0.456
C -0.651 1.171 0.116
C -0.469 -0.603 0.150
O 1.615 1.630 -1.500
F -1.272 -1.368 -0.656
S 1.199 1.263 -0.160
H 1.602 -1.084 0.034
H 0.916 -0.825 -1.543
H -1.082 1.358 -0.851
H -1.032 1.727 1.015
H -0.481 -1.089 1.250
```

Calculated values
HOMO level: -9.168 eV
Max |F|: 3.2 eV/A

=====

Record 19
C3H5FOS | ωB97M-V with the def2-TZVPD basis set

Geometry as XYZ:
```
11
Properties=species:S:1:pos:R:3
C 0.431 0.988 0.441
C -0.780 -1.042 -0.496
C 1.102 -0.235 -0.114
O -2.100 0.956 0.786
F 1.883 -0.219 -1.233
S -0.981 0.059 1.014
H 0.786 1.555 1.359
H 0.307 1.839 -0.284
H -1.251 -0.648 -1.411
H -0.816 -2.144 -0.462
H 1.418 -1.108 0.399
```

Calculated values
HOMO level: -8.791 eV
Max |F|: 4.3 eV/A

=====

Record 20
C3H5GdO4 | ωB97M-V with the def2-TZVPD basis set

Geometry as XYZ:
```
13
Properties=species:S:1:pos:R:3
O 0.407 1.504 -0.282
C 0.921 0.776 -1.369
C -0.945 1.904 -0.200
O 1.968 0.199 -1.005
O -0.010 0.178 -1.967
C -1.857 1.033 -0.791
H -0.953 2.933 -0.568
H -1.011 1.030 1.724
H -2.398 1.248 -1.711
H -2.247 0.193 -0.217
O -0.367 0.016 2.209
H -0.316 0.074 3.168
Gd 1.139 -1.065 0.920
```

Calculated values
2S+1: 8
Charge: +2
HOMO level (alpha / beta): -17.680 / -18.244 eV
Expectation value of S²: 16.45
Max |F|: 6.7 eV/A